(1)
An isolated molecule of C8H11N3 at a distorted geometry, computed with ωB97M-V/def2-TZVPD.

Geometry as XYZ:
```
22
Properties=species:S:1:pos:R:3:nbo_charge:R:1
C 1.303 -0.163 -1.538 -0.648
C 1.768 0.523 -0.329 -0.231
C 1.303 0.313 0.894 0.099
N 1.497 1.207 2.012 -0.836
C 0.554 -0.826 1.344 -0.224
C -0.578 -1.395 0.961 -0.208
C -1.466 -1.144 -0.186 -0.261
C -1.955 0.051 -0.637 0.082
N -1.497 1.264 -0.160 -0.787
C -2.956 -0.081 -1.648 0.249
N -3.730 -0.223 -2.455 -0.289
H 0.435 -0.716 -1.171 0.229
H 2.032 -0.977 -1.952 0.211
H 1.159 0.490 -2.378 0.220
H 2.439 1.237 -0.539 0.190
H 1.444 0.658 2.899 0.373
H 2.342 1.937 2.004 0.392
H 0.971 -1.095 2.314 0.201
H -1.052 -2.247 1.519 0.224
H -2.058 -1.987 -0.458 0.220
H -0.736 1.289 0.489 0.409
H -1.222 1.885 -0.985 0.383
```

Energy relative to the best compared isomer or geometry (same formula, charge and spin): 55.2 kcal per mole
Multiplicity: 1
SMILES: C\C=C(N)/C=C\C=C(/N)C#N
Max |F|: 3.8 eV Å⁻¹
Lowest unoccupied orbital energy: 0.155 eV
Energy: -475.59802 Ha

***

(2)
An isolated molecule of CH5N3O at a distorted geometry, computed with ωB97M-V/def2-TZVPD.

Geometry as XYZ:
```
10
Properties=species:S:1:pos:R:3:nbo_charge:R:1
C 0.292 -0.873 0.089 -0.157
N -0.687 -0.038 -0.492 -0.278
N 1.442 -0.285 -0.521 -0.164
N -0.801 1.189 -0.157 -0.429
O 1.496 0.894 0.136 -0.549
H 0.343 -1.039 1.241 0.188
H 0.102 -1.846 -0.257 0.200
H -0.754 -0.154 -1.526 0.388
H -0.792 1.243 0.882 0.328
H 1.129 1.650 -0.528 0.474
```

Energy relative to the best compared isomer or geometry (same formula, charge and spin): 122.6 kcal per mole
Multiplicity: 1
Max |F|: 3.5 eV Å⁻¹
Lowest unoccupied orbital energy (alpha / beta): 0.453 / 0.165 eV
Energy: -280.40919 Ha

***

(3)
A 2-piece molecular cluster, C5H10N2O overall, computed with ωB97M-V/def2-TZVPD.

Geometry as XYZ:
```
18
Properties=species:S:1:pos:R:3:nbo_charge:R:1
C -1.013 -0.604 1.692 -0.715
C -1.055 0.213 0.419 0.681
O -2.100 0.422 -0.178 -0.654
N 0.127 0.706 -0.021 -0.437
C 0.157 1.428 -1.273 -0.418
C 1.405 0.414 0.585 -0.414
H -2.029 -0.894 1.943 0.242
H -0.598 -0.029 2.514 0.226
H -0.410 -1.497 1.544 0.230
H 0.502 0.784 -2.086 0.193
H 0.824 2.282 -1.192 0.196
H -0.855 1.775 -1.489 0.244
H 2.095 1.221 0.336 0.205
H 1.318 0.351 1.665 0.206
H 1.826 -0.528 0.211 0.217
C -0.094 -2.020 -1.574 0.089
N 1.024 -2.144 -1.346 -0.335
H -1.125 -1.880 -1.750 0.247
```

Energy relative to the best compared isomer or geometry (same formula, charge and spin): 20.9 kcal per mole
Multiplicity: 1
SMILES: CC(=O)N(C)C.C#N
Max |F|: 1.0 eV Å⁻¹
Lowest unoccupied orbital energy: 0.979 eV
Energy: -381.25213 Ha

***

(4)
An isolated molecule of C2H3P at a distorted geometry, computed with ωB97M-V/def2-TZVPD.

Geometry as XYZ:
```
6
Properties=species:S:1:pos:R:3:nbo_charge:R:1
C -0.242 0.881 0.062 -0.523
P -1.603 -0.085 0.048 0.569
C 0.246 -0.482 0.041 -0.665
H 0.124 1.807 -0.204 0.219
H 0.798 -0.998 -0.779 0.196
H 0.678 -1.123 0.832 0.204
```

Energy relative to the best compared isomer or geometry (same formula, charge and spin): 5.6 kcal per mole
Multiplicity: 1
SMILES: C1=PC1
Max |F|: 3.0 eV Å⁻¹
Lowest unoccupied orbital energy: 0.050 eV
Energy: -419.25445 Ha

***

(5)
A 2-piece molecular cluster, C3H7N2 overall at a distorted geometry, computed with ωB97M-V/def2-TZVPD.

Geometry as XYZ:
```
12
Properties=species:S:1:pos:R:3:nbo_charge:R:1
C 2.517 -0.006 0.729 -0.160
C -0.466 0.507 -0.344 0.617
C -1.066 -0.799 -0.105 -0.788
N 1.808 0.908 0.322 -0.223
N -0.960 1.647 -0.459 -0.697
H 3.551 0.197 1.063 0.256
H 2.335 -1.136 0.738 0.232
H -2.202 -0.683 -0.052 0.256
H -1.051 -1.510 -0.934 0.305
H -0.628 -1.198 0.839 0.294
H -2.038 1.654 -0.522 0.436
H -0.400 2.516 -0.448 0.471
```

Energy relative to the best compared isomer or geometry (same formula, charge and spin): 94.9 kcal per mole
Charge: +1
Multiplicity: 1
Max |F|: 2.8 eV Å⁻¹
Lowest unoccupied orbital energy (alpha / beta): -5.608 / -4.992 eV
Energy: -227.60318 Ha

***

(6)
A 3-piece molecular cluster, C4H16N2O2 overall at a distorted geometry, computed with ωB97M-V/def2-TZVPD.

Geometry as XYZ:
```
24
Properties=species:S:1:pos:R:3:nbo_charge:R:1
C 0.103 0.857 -1.891 -0.191
C -1.147 1.137 -1.034 -0.448
C -1.810 -0.152 -0.578 -0.213
C -2.123 -1.469 1.438 -0.312
N -1.331 -0.667 0.680 -0.626
N 1.406 1.336 -1.111 -0.716
H 0.335 -0.201 -2.026 0.227
H 0.092 1.409 -2.823 0.227
H -0.884 1.740 -0.166 0.219
H -1.864 1.690 -1.636 0.251
H -2.911 -0.099 -0.640 0.215
H -1.644 -0.947 -1.324 0.178
H -3.099 -1.914 1.266 0.197
H -1.777 -1.759 2.423 0.173
H -0.497 -0.245 1.094 0.417
H 1.640 2.217 -1.563 0.432
H 2.191 0.731 -1.343 0.433
H 1.172 1.386 -0.104 0.472
H 1.232 1.037 2.280 0.506
H 1.802 -0.124 1.375 0.522
O 1.046 0.491 1.523 -0.985
H 2.476 -2.233 2.041 0.487
H 3.193 -2.384 0.972 0.490
O 2.399 -1.833 1.148 -0.954
```

Energy relative to the best compared isomer or geometry (same formula, charge and spin): 24.1 kcal per mole
Charge: +1
Multiplicity: 2
Max |F|: 2.8 eV Å⁻¹
Lowest unoccupied orbital energy (alpha / beta): -3.361 / -3.367 eV
Energy: -421.66226 Ha

***

(7)
C11H22MoN3O8P2S3 as an isolated structure, computed with ωB97M-V/def2-TZVPD.

Geometry as XYZ:
```
50
Properties=species:S:1:pos:R:3:nbo_charge:R:1
Mo -0.401 0.466 -0.348 0.884
N 0.227 2.592 0.324 -0.622
N -0.508 3.695 -0.115 -0.413
C -1.687 3.514 -0.707 0.324
N -2.372 4.600 -1.053 -0.748
S -2.325 1.965 -0.973 0.073
H 0.240 2.506 1.355 0.456
H 1.176 2.658 -0.025 0.424
H -0.186 4.613 0.144 0.404
H -2.008 5.532 -0.940 0.412
H -3.229 4.488 -1.566 0.433
C 2.106 -1.888 3.486 -0.627
C 1.948 -0.548 2.774 -0.498
O 2.853 0.422 3.326 -0.739
P 2.412 -0.670 1.002 2.421
O 2.168 -2.114 0.490 -0.998
O 3.967 -0.488 0.995 -0.962
O 1.702 0.382 0.163 -1.066
P 0.241 0.119 2.804 2.392
O -0.508 -0.492 4.064 -0.980
O 0.370 1.606 2.900 -1.167
O -0.445 -0.490 1.571 -1.094
H 3.096 -2.312 3.311 0.234
H 1.360 -2.602 3.139 0.240
H 1.977 -1.735 4.556 0.240
H 2.375 1.264 3.405 0.510
H 1.426 -2.180 -0.161 0.527
H 4.291 0.043 1.744 0.543
H -0.522 0.108 4.824 0.527
S -0.277 -1.688 -1.387 -0.096
C 0.357 -1.423 -3.021 -0.087
C 0.519 -2.516 -3.870 -0.237
C 1.025 -2.335 -5.146 -0.201
C 1.358 -1.057 -5.582 -0.195
C 1.187 0.031 -4.742 -0.199
C 0.687 -0.147 -3.453 -0.217
S 0.460 1.267 -2.417 -0.004
H 0.255 -3.508 -3.519 0.226
H 1.156 -3.188 -5.800 0.227
H 1.752 -0.908 -6.580 0.227
H 1.444 1.030 -5.076 0.225
C -3.526 -1.852 1.646 -0.646
C -3.326 -0.464 1.092 -0.057
O -2.468 -0.507 -0.089 -0.699
H -4.194 -1.813 2.507 0.239
H -2.574 -2.279 1.963 0.229
H -3.985 -2.512 0.903 0.215
H -2.823 0.172 1.812 0.197
H -4.264 0.002 0.809 0.194
H -2.508 -1.363 -0.535 0.527
```

Charge: +1
Multiplicity: 3
Max |F|: 0.7 eV Å⁻¹
Lowest unoccupied orbital energy (alpha / beta): -3.688 / -3.707 eV
Energy: -3144.12677 Ha

***

(8)
C17H27BN5S5Ta as an isolated structure at a distorted geometry, computed with ωB97M-V/def2-TZVPD.

Geometry as XYZ:
```
56
Properties=species:S:1:pos:R:3:nbo_charge:R:1
Ta -0.303 -0.086 0.168 1.746
C -0.594 3.487 -1.347 -0.540
C 0.448 3.639 -0.264 -0.519
S 0.072 2.574 1.177 0.423
C 1.662 2.642 2.076 -0.535
C 2.760 1.811 1.458 -0.545
S 2.230 0.067 1.474 0.436
C 3.415 -0.754 0.370 -0.539
C 3.368 -0.318 -1.079 -0.534
S 1.702 -0.455 -1.828 0.416
C 1.669 1.091 -2.809 -0.529
C 0.266 1.446 -3.248 -0.528
S -0.920 1.777 -1.894 0.340
H -0.314 4.062 -2.232 0.300
H -1.565 3.854 -1.011 0.285
H 0.414 4.664 0.114 0.303
H 1.460 3.429 -0.608 0.235
H 1.437 2.309 3.091 0.277
H 1.943 3.696 2.134 0.306
H 3.655 1.880 2.083 0.306
H 3.021 2.119 0.447 0.235
H 3.218 -1.821 0.484 0.285
H 4.408 -0.556 0.780 0.306
H 4.013 -0.982 -1.658 0.307
H 3.723 0.701 -1.228 0.250
H 2.280 0.893 -3.694 0.301
H 2.137 1.890 -2.236 0.228
H -0.190 0.646 -3.834 0.277
H 0.282 2.341 -3.873 0.299
B 0.011 -3.309 -0.417 0.159
N -1.094 -2.663 -1.291 -0.286
C -1.857 -3.212 -2.214 0.157
C -2.646 -2.214 -2.832 -0.240
C -2.291 -1.051 -2.212 -0.037
N -1.332 -1.313 -1.257 -0.497
N -0.327 -2.997 1.066 -0.283
C -0.474 -3.799 2.103 0.160
C -0.462 -3.037 3.296 -0.240
C -0.274 -1.749 2.889 0.000
N -0.203 -1.714 1.513 -0.520
H 0.044 -4.476 -0.605 0.053
H 1.045 -2.717 -0.649 -0.025
H -1.833 -4.274 -2.416 0.290
H -3.371 -2.352 -3.617 0.302
H -2.674 -0.058 -2.381 0.259
H -0.561 -4.871 1.985 0.290
H -0.557 -3.403 4.306 0.302
H -0.158 -0.856 3.484 0.250
S -4.873 0.221 1.846 0.725
C -3.773 0.802 3.021 -0.379
C -2.512 0.800 2.534 -0.070
N -2.415 0.338 1.234 -0.602
C -3.607 -0.005 0.760 -0.155
H -4.101 1.119 4.000 0.311
H -1.638 1.135 3.073 0.231
H -3.764 -0.393 -0.235 0.256
```

Energy relative to the best compared isomer or geometry (same formula, charge and spin): 0.0 kcal per mole
Charge: +4
Multiplicity: 1
Max |F|: 2.0 eV Å⁻¹
Lowest unoccupied orbital energy: -14.962 eV
Energy: -3009.11383 Ha

***

Number 1: molar mass 149.197 g mol⁻¹. Number 2: molar mass 75.071 g mol⁻¹. Number 3: molar mass 114.148 g mol⁻¹. Number 4: molar mass 58.020 g mol⁻¹. Number 5: molar mass 71.103 g mol⁻¹. Number 6: molar mass 124.184 g mol⁻¹. Number 7: molar mass 578.399 g mol⁻¹. Number 8: molar mass 653.533 g mol⁻¹.